Entry 1:
ORCA calculation (wB97M-V/def2-TZVPD) on an isolated molecule of CN4S at a distorted geometry.

The value obtained for the HOMO energy is -9.40 eV. The value obtained for the lowest unoccupied orbital energy is -1.7548 eV. Its energy above the lowest of the compared OMol25 structures with the same formula, charge and spin is 67.0 kJ/mol. The value obtained for the frontier orbital gap is 7.6 eV.

Last columns: bonded neighbours and bond lengths (Å).
Element x y z (Å)
1 C -1.037 -0.625 0.040  N3 1.199, S6 1.544
2 N -0.047 1.469 -0.059  N4 1.185
3 N -0.025 -1.258 -0.072  C1 1.199, N5 1.459
4 N 0.859 0.710 0.039  N2 1.185, N5 1.231
5 N 1.198 -0.473 0.061  N3 1.459, N4 1.231
6 S -2.349 0.188 0.003  C1 1.544


Entry 2:
ORCA calculation (wB97M-V/def2-TZVPD) on a cluster of 2 separate species, C9H14 in total at a distorted geometry.

The value obtained for the HOMO energy (spin up / spin down) is 0.87 / -3.39 eV. The value obtained for the lowest unoccupied orbital energy (spin up / spin down) is 4.0042 / 3.8813 eV. Its energy above the lowest of the compared OMol25 structures with the same formula, charge and spin is 70.8 kJ/mol. The net charge is -1. The value obtained for the frontier orbital gap (spin up / spin down) is 3.1 / 7.3 eV. Its multiplicity is 2.

Last columns: bonded neighbours and bond lengths (Å).
Element x y z (Å)
1 C 0.739 -1.929 0.617  C3 1.502, H10 1.094, H11 1.103, H15 1.097
2 C 1.209 0.024 -0.801  C3 1.398, C4 1.433, H8 1.081
3 C 0.451 -1.137 -0.627  C1 1.502, C2 1.398, C6 1.393
4 C 0.960 0.867 -1.934  C2 1.433, C5 1.390, H9 1.087
5 C -0.096 0.574 -2.790  C4 1.390, C7 1.393, H12 1.088
6 C -0.650 -1.407 -1.437  C3 1.393, C7 1.447, H13 1.085
7 C -0.902 -0.541 -2.568  C5 1.393, C6 1.447, H14 1.077
8 H 1.723 0.452 0.048  C2 1.081
9 H 1.582 1.745 -2.089  C4 1.087
10 H 1.402 -1.367 1.282  C1 1.094
11 H 1.281 -2.887 0.548  C1 1.103
12 H -0.185 1.170 -3.695  C5 1.088
13 H -1.306 -2.258 -1.286  C6 1.085
14 H -1.834 -0.499 -3.106  C7 1.077
15 H -0.192 -2.258 1.095  C1 1.097
16 C 0.148 1.542 1.834  C17 1.558, H18 1.082, H19 1.098, H20 1.091
17 C -1.134 0.778 2.282  C16 1.558, H21 1.094, H22 1.088, H23 1.088
18 H 0.034 1.927 0.829  C16 1.082
19 H 0.284 2.378 2.532  C16 1.098
20 H 0.909 0.832 2.159  C16 1.091
21 H -1.956 1.498 2.225  C17 1.094
22 H -1.404 0.015 1.555  C17 1.088
23 H -1.063 0.480 3.326  C17 1.088


no.,molecular weight (g/mol),electronic energy (eV)
1,100.11,-17827.629
2,122.21,-9558.064